1.
Here is a cluster of 8 separate species, C48H120N8O16 in total from the Open Molecules 2025 dataset. Energies are from ωB97M-V/def2-TZVPD.

- energy above the lowest of the compared OMol25 structures with the same formula, charge and spin (kJ/mol) = 784.19
- HOMO (spin up / spin down) (eV) = 0.881 / -6.312

```
! RIJCOSX wB97M-V def2-TZVPD def2/J DEFGRID3
* xyz -1 2
C 1.78 30.53 18.76
O 2.82 31.56 18.72
C 4.00 31.12 18.05
C 4.12 31.72 16.52
N 5.37 31.44 15.85
C 6.54 32.10 16.31
C 6.48 33.51 15.74
O 6.46 33.72 14.27
C 6.00 34.99 13.76
H 2.15 29.60 19.19
H 1.39 30.45 17.74
H 1.09 30.96 19.48
H 4.23 30.06 17.95
H 4.75 31.50 18.74
H 3.80 32.76 16.48
H 3.39 31.42 15.77
H 5.33 31.54 14.84
H 7.56 31.81 16.05
H 6.60 32.00 17.40
H 7.28 34.20 16.02
H 5.58 33.99 16.14
H 5.98 35.66 14.62
H 5.00 34.79 13.40
H 6.77 35.28 13.04
C -1.23 29.32 14.52
O -1.84 30.20 13.68
C -3.18 29.91 13.53
C -3.78 30.90 12.44
N -3.67 32.31 12.81
C -2.43 32.87 12.41
C -2.22 33.12 10.87
O -3.47 32.91 10.15
C -3.63 33.75 9.04
H -0.16 29.52 14.55
H -1.28 28.26 14.29
H -1.76 29.47 15.46
H -3.71 29.86 14.49
H -3.40 28.90 13.19
H -4.78 30.54 12.16
H -3.34 30.76 11.45
H -4.29 32.82 12.19
H -1.52 32.40 12.77
H -2.44 33.93 12.68
H -1.57 32.36 10.45
H -1.69 34.06 10.78
H -2.88 33.47 8.31
H -3.64 34.84 9.12
H -4.61 33.50 8.63
C 2.91 37.43 7.35
O 1.93 36.43 7.20
C 0.65 36.75 7.96
C 0.78 36.54 9.52
N 1.36 35.21 9.69
C 1.76 34.96 11.16
C 1.83 33.49 11.46
O 2.62 33.48 12.68
C 2.97 32.14 13.02
H 2.68 38.46 7.08
H 3.61 37.16 6.56
H 3.34 37.29 8.35
H -0.03 35.98 7.60
H 0.13 37.63 7.60
H -0.20 36.61 10.01
H 1.39 37.39 9.81
H 2.20 35.10 9.15
H 1.15 35.38 11.96
H 2.74 35.41 11.33
H 2.36 33.00 10.65
H 0.86 32.98 11.37
H 3.71 32.06 13.81
H 3.38 31.55 12.20
H 2.15 31.61 13.50
C -6.43 38.75 20.35
O -5.31 38.07 19.85
C -5.48 36.82 19.21
C -4.09 36.21 18.80
N -4.08 35.54 17.53
C -2.77 35.08 17.05
C -2.47 33.59 16.95
O -1.12 33.53 16.49
C -0.58 32.15 16.25
H -6.16 39.75 20.67
H -6.84 38.18 21.19
H -7.22 38.91 19.62
H -5.96 36.95 18.23
H -6.06 36.08 19.76
H -3.73 35.46 19.51
H -3.31 36.98 18.77
H -4.75 34.79 17.53
H -2.04 35.70 17.57
H -2.63 35.48 16.04
H -3.13 33.25 16.15
H -2.82 33.16 17.88
H -0.37 31.63 17.19
H 0.38 31.97 15.78
H -1.29 31.45 15.80
C -11.85 35.18 17.07
O -10.88 35.96 17.77
C -10.74 37.31 17.30
C -9.98 37.82 15.94
N -8.52 37.63 16.04
C -8.20 36.18 16.08
C -8.39 35.61 14.68
O -7.76 34.33 14.59
C -6.38 34.24 14.29
H -11.50 34.14 17.03
H -11.71 35.52 16.04
H -12.89 35.44 17.22
H -10.46 37.89 18.18
H -11.71 37.76 17.09
H -10.17 38.89 15.96
H -10.43 37.40 15.04
H -7.96 38.23 15.45
H -8.85 35.69 16.81
H -7.15 36.21 16.37
H -7.90 36.29 13.99
H -9.47 35.47 14.64
H -6.24 34.25 13.21
H -5.89 33.38 14.75
H -5.86 35.08 14.73
C -4.36 43.09 16.85
O -3.05 42.62 17.04
C -3.12 41.28 17.50
C -3.92 41.12 18.84
N -3.61 42.05 19.89
C -2.28 41.91 20.46
C -2.09 42.58 21.88
O -1.90 44.04 21.72
C -1.57 44.84 22.86
H -4.98 43.20 17.75
H -4.87 42.50 16.09
H -4.23 44.13 16.54
H -2.11 40.93 17.73
H -3.61 40.40 17.07
H -3.70 40.17 19.33
H -4.99 41.06 18.62
H -3.72 42.95 19.44
H -1.52 42.32 19.79
H -1.99 40.87 20.60
H -1.07 42.25 22.11
H -2.86 42.16 22.52
H -1.53 45.90 22.64
H -0.60 44.72 23.34
H -2.35 44.73 23.61
C -7.28 39.83 24.17
O -6.95 40.75 23.11
C -6.31 41.93 23.51
C -7.22 43.00 24.26
N -8.38 43.43 23.39
C -9.67 43.72 24.04
C -10.69 42.56 23.97
O -12.01 42.75 24.41
C -12.56 43.80 23.64
H -6.45 39.38 24.71
H -7.67 38.90 23.76
H -8.00 40.30 24.84
H -5.72 42.32 22.67
H -5.56 41.63 24.24
H -6.55 43.80 24.57
H -7.67 42.72 25.21
H -8.39 42.77 22.63
H -10.06 44.61 23.56
H -9.52 44.12 25.05
H -10.34 41.61 24.38
H -10.68 42.16 22.95
H -12.81 43.66 22.59
H -12.05 44.75 23.74
H -13.51 43.99 24.14
C -16.77 37.49 22.65
O -16.27 38.79 22.92
C -16.73 39.79 22.01
C -15.93 41.04 22.29
N -14.53 40.73 22.74
C -13.57 40.32 21.64
C -12.36 39.65 22.20
O -11.30 39.63 21.29
C -10.25 38.93 21.80
H -16.33 36.99 21.79
H -17.85 37.49 22.47
H -16.75 36.83 23.51
H -17.77 40.09 22.19
H -16.62 39.54 20.96
H -16.48 41.44 23.14
H -15.93 41.77 21.48
H -14.42 39.91 23.31
H -13.13 41.15 21.09
H -14.11 39.63 21.00
H -12.61 38.64 22.51
H -12.02 40.30 23.01
H -10.53 38.02 22.34
H -9.86 39.57 22.59
H -9.51 38.86 21.01
*
```

These are the Mulliken partial charges, in e, on atoms 1 to 4: -0.51, -0.28, -0.69, -0.18

---

2.
Here is a cluster of 2 separate species, C2H7O2 in total from the Open Molecules 2025 dataset. Energies are from ωB97M-V/def2-TZVPD.

- energy above the lowest of the compared OMol25 structures with the same formula, charge and spin (kJ/mol) = 0.94
- HOMO (eV) = -17.612

```
! RIJCOSX wB97M-V def2-TZVPD def2/J DEFGRID3
* xyz 1 1
O 0.26 -0.86 1.85
H 0.62 -0.11 0.63
H 0.54 -1.78 1.97
H 0.62 -0.39 2.63
O 0.90 0.52 -0.17
C 0.13 0.58 -1.14
C -1.22 0.02 -1.14
H 0.53 1.14 -1.97
H -1.33 -0.87 -0.51
H -1.62 -0.21 -2.12
H -1.89 0.78 -0.71
*
```

These are the natural (NBO) partial charges, in e, on atoms 1 to 4: -0.93, 0.53, 0.52, 0.52

---

Which formula does entry 1 have? C48H120N8O16